Below is a molecular structure, C51H38N2O7P2RuSSi, with properties calculated with ωB97M-V with the def2-TZVPD basis set.

Geometry as XYZ:
```
103
C51H38N2O7P2RuSSi ωB97M-V with the def2-TZVPD basis set
Ru -0.337 0.988 -1.450
C 3.152 -2.410 -1.305
Si 2.378 -1.305 -0.039
C 3.277 -0.933 1.483
C 4.547 -1.444 1.680
C 5.149 -1.213 2.836
C 4.753 -0.255 3.698
C 3.453 0.224 3.639
C 2.686 -0.147 2.506
P 0.936 0.404 2.223
C 0.032 -0.218 3.740
C -0.816 -1.276 3.816
C -1.434 -1.694 4.952
C -1.141 -1.074 6.186
C -0.531 0.194 6.117
C 0.046 0.590 4.898
C 0.966 2.276 2.405
C 2.185 2.921 2.473
C 2.256 4.289 2.817
C 0.983 4.916 3.337
C -0.127 4.217 3.308
C -0.312 2.834 2.960
C 0.879 -2.442 0.386
C 1.392 -3.524 1.088
C 0.599 -4.620 1.452
C -0.766 -4.626 1.068
C -1.321 -3.420 0.515
C -0.546 -2.362 0.220
P -1.367 -0.824 -0.548
C -2.787 -0.471 0.687
C -3.747 -1.352 1.075
C -4.478 -1.191 2.265
C -4.082 -0.145 3.091
C -3.261 0.900 2.601
C -2.537 0.636 1.430
C -2.198 -1.894 -1.801
C -1.476 -2.658 -2.680
C -2.046 -3.088 -3.887
C -3.275 -2.579 -4.226
C -4.048 -1.888 -3.237
C -3.528 -1.583 -2.068
H 3.955 -2.018 -1.444
H 2.847 -2.622 -2.438
H 3.663 -3.543 -0.804
H 4.906 -2.062 0.894
H 6.239 -1.739 2.944
H 5.367 -0.047 4.557
H 3.059 0.930 4.327
H -1.070 -1.758 2.848
H -2.047 -2.589 4.893
H -1.814 -1.324 7.036
H -0.583 0.851 6.992
H 0.747 1.405 5.041
H 3.015 2.469 2.229
H 2.985 4.932 2.516
H 1.048 5.605 3.937
H -1.050 4.750 3.863
H -1.188 2.405 3.241
H 2.428 -3.615 1.502
H 1.133 -5.410 1.877
H -1.338 -5.486 1.170
H -2.329 -3.384 0.372
H -4.030 -2.330 0.558
H -5.057 -2.073 2.645
H -4.444 -0.079 4.117
H -3.053 1.739 3.250
H -1.795 1.350 1.048
H -0.441 -2.856 -2.556
H -1.483 -3.632 -4.672
H -3.768 -2.709 -5.180
H -5.049 -1.461 -3.611
H -4.092 -0.874 -1.489
O 4.038 1.253 -0.736
C 2.814 1.204 -0.733
O 2.037 0.263 -0.730
C 2.169 2.661 -0.671
C 2.959 3.727 -0.923
C 2.395 5.104 -0.921
C 0.989 5.043 -0.973
C 0.360 3.880 -0.728
N 0.836 2.714 -0.621
C -1.240 3.831 -0.654
O -1.803 4.796 -0.099
O -1.552 2.682 -0.930
H 4.063 3.553 -1.011
H 2.946 6.065 -1.042
H 0.376 6.011 -0.753
O -1.776 0.817 -3.289
C -0.914 0.303 -4.043
N 0.343 0.033 -3.664
S 1.311 -0.295 -4.921
O 1.837 -1.640 -4.876
O 2.207 0.809 -5.121
C -0.078 -0.271 -6.149
C -0.037 -0.496 -7.522
C -1.256 -0.544 -8.156
C -2.467 -0.200 -7.495
C -2.421 0.188 -6.184
C -1.192 0.056 -5.469
H 0.858 -0.778 -7.993
H -1.334 -0.751 -9.185
H -3.415 -0.019 -8.163
H -3.323 0.424 -5.612
```

Computed properties:
energy relative to the best compared isomer or geometry (same formula, charge and spin) = 221.88 kcal/mol
charge = -1
highest occupied orbital energy (spin up / spin down) = -1.046 / -4.230 eV
2S+1 = 6

Below is 5 unconnected molecules or ions with the total composition C17H34ClF3N4O5P, with properties calculated with ωB97M-V with the def2-TZVPD basis set.

Geometry as XYZ:
```
65
C17H34ClF3N4O5P ωB97M-V with the def2-TZVPD basis set
O -1.924 -2.284 1.300
P -1.191 -3.341 0.189
Cl -0.526 -4.751 1.835
C 0.157 -2.444 -0.298
C 1.306 -2.035 0.599
C 1.149 -0.549 1.003
C 2.101 -0.132 2.057
F 3.318 0.305 1.623
C 1.976 -0.212 3.360
F 0.830 -0.464 4.000
F 2.955 -0.045 4.254
H -2.864 -2.467 1.242
H 0.516 -2.986 -1.183
H 1.397 -2.635 1.514
H 2.250 -2.150 0.059
H 1.323 0.070 0.128
H 0.130 -0.404 1.359
C -2.335 -1.364 -3.296
O -2.375 -2.400 -2.676
N -1.326 -1.034 -4.140
C -1.289 0.214 -4.856
C -0.236 -1.986 -4.276
H -3.096 -0.565 -3.201
H -1.268 0.057 -5.938
H -0.411 0.807 -4.582
H -2.182 0.791 -4.613
H -0.603 -2.941 -4.657
H 0.227 -2.169 -3.306
H 0.502 -1.579 -4.966
C -4.069 0.658 3.626
O -5.066 1.335 3.829
N -3.511 -0.163 4.531
C -2.318 -0.938 4.235
C -4.127 -0.265 5.838
H -3.531 0.662 2.664
H -2.511 -2.008 4.327
H -1.504 -0.668 4.910
H -2.004 -0.752 3.210
H -5.156 -0.618 5.757
H -4.150 0.706 6.336
H -3.551 -0.966 6.438
C -1.168 1.576 -0.998
O -0.223 1.831 -0.283
N -2.354 2.229 -0.954
C -3.459 1.860 -1.805
C -2.506 3.313 -0.004
H -1.146 0.751 -1.731
H -3.761 2.690 -2.450
H -4.327 1.548 -1.218
H -3.156 1.024 -2.435
H -1.777 4.103 -0.196
H -2.347 2.960 1.016
H -3.512 3.719 -0.091
C 5.241 0.640 -2.571
O 4.383 -0.208 -2.470
N 5.977 1.126 -1.547
C 6.997 2.125 -1.757
C 5.741 0.632 -0.196
H 5.511 1.101 -3.540
H 7.980 1.759 -1.450
H 6.782 3.036 -1.193
H 7.041 2.379 -2.816
H 5.906 -0.445 -0.150
H 4.724 0.827 0.132
H 6.438 1.135 0.472
```

Computed properties:
charge = -1
highest occupied orbital energy = -3.230 eV
2S+1 = 1

Below is a molecular structure, C29H18Cl3N6O3Pd, with properties calculated with ωB97M-V with the def2-TZVPD basis set.

Geometry as XYZ:
```
60
C29H18Cl3N6O3Pd ωB97M-V with the def2-TZVPD basis set
Pd 0.131 0.179 -0.128
C 4.480 -0.746 -0.219
C 4.695 -1.743 0.751
C 3.642 -2.224 1.486
C 2.315 -1.705 1.199
N 2.102 -0.801 0.210
C 3.177 -0.312 -0.446
N 1.390 -2.286 1.952
C 0.133 -1.995 1.991
N -0.577 -1.094 1.259
C -1.847 -0.956 1.819
N -2.832 -0.233 1.414
C -2.967 0.566 0.376
C -4.294 0.937 0.061
C -4.548 1.650 -1.055
C -3.438 2.194 -1.742
C -2.175 1.921 -1.284
N -1.891 1.039 -0.295
C -1.964 -1.850 2.941
C -2.987 -2.038 3.897
C -2.781 -3.003 4.876
C -1.594 -3.724 4.956
C -0.531 -3.514 4.037
C -0.770 -2.584 3.043
H 5.303 -0.159 -0.678
H 5.701 -2.070 0.928
H 3.771 -2.939 2.318
H 2.928 0.473 -1.172
H -5.067 0.574 0.703
H -5.563 1.834 -1.387
H -3.562 2.902 -2.585
H -1.282 2.417 -1.656
H -3.894 -1.389 3.847
H -3.548 -3.197 5.655
H -1.516 -4.492 5.765
H 0.412 -4.035 4.058
Cl -0.775 -3.175 -4.022
C -0.041 -1.647 -4.003
C 0.439 -1.113 -5.201
C 0.992 0.157 -5.304
Cl 1.528 0.671 -6.873
C 1.103 0.965 -4.156
C 1.818 2.221 -4.162
C 1.927 2.940 -2.999
C 1.371 2.417 -1.828
N 0.772 1.200 -1.811
C 0.637 0.467 -2.930
C 0.034 -0.878 -2.799
O -0.372 -1.321 -1.680
H 0.354 -1.706 -6.083
H 2.264 2.477 -5.160
H 2.435 3.959 -3.048
H 1.411 3.015 -0.902
Cl 0.531 5.118 1.895
C 0.764 3.517 2.711
C 0.133 2.328 1.861
O -0.945 1.838 2.219
O 0.859 2.054 0.867
H 0.355 3.566 3.723
H 1.853 3.335 2.793
```

Computed properties:
energy relative to the best compared isomer or geometry (same formula, charge and spin) = 0.00 kcal/mol
charge = +1
highest occupied orbital energy (spin up / spin down) = -10.446 / -11.057 eV
2S+1 = 5

Below is 2 unconnected molecules or ions with the total composition C5H11N2, with properties calculated with ωB97M-V with the def2-TZVPD basis set.

Geometry as XYZ:
```
18
C5H11N2 ωB97M-V with the def2-TZVPD basis set
C 2.163 -0.775 -0.455
C -1.597 -0.247 -0.848
C -0.661 -0.588 0.180
C -1.114 0.775 0.236
C -1.936 1.240 1.412
N 2.970 0.219 -0.694
N 2.519 -2.021 -0.624
H -1.298 0.019 -1.850
H -2.555 -0.759 -0.824
H -0.578 -1.386 0.888
H -0.520 1.559 -0.215
H -2.192 0.422 2.079
H -2.859 1.686 1.042
H -1.400 1.999 1.979
H 2.674 1.170 -0.547
H 3.929 0.090 -1.014
H 1.875 -2.772 -0.437
H 3.451 -2.292 -0.931
```

Computed properties:
energy relative to the best compared isomer or geometry (same formula, charge and spin) = 92.88 kcal/mol
charge = +1
highest occupied orbital energy (spin up / spin down) = -12.963 / -12.960 eV
2S+1 = 1

These records have largest force on an atom values of 11.41, 1.23, 2.98, 2.82 eV/Å, in the order they appear.